Formula: C3H5N5
Source: the Open Molecules 2025 dataset
Level of theory: ωB97M-V with the def2-TZVPD basis set

Calculated values
ΔE to the lowest compared entry with this formula, charge and spin in eV: 3.665
M in g/mol: 111.11
Total energy in eV: -10639.2088
Kohn-Sham gap in eV: 9.5
Highest occupied orbital energy in Eh: -0.3285

```
13
Properties=species:S:1:pos:R:3:forces:R:3
C 0.483739 0.706184 0.003954 -0.20 -2.47 -0.59
C 0.752324 -1.420379 -0.021132 -2.07 -1.24 0.11
C -2.522647 -0.012423 0.041395 -2.05 1.75 -0.85
H -0.449391 2.324699 0.759679 0.32 -1.09 -1.55
H 1.030002 2.608240 0.038055 -3.22 -2.45 -1.00
H 0.368970 -2.447990 0.205187 1.05 0.93 -0.64
H -2.337980 1.051520 -0.231243 0.12 -0.67 0.39
H -3.658928 -0.225442 0.139361 2.30 -0.37 0.10
N 0.059749 1.948383 -0.103494 1.22 7.06 2.29
N 1.741588 0.416317 0.042743 0.43 2.88 0.09
N 1.926794 -0.873810 0.045741 -0.66 -3.50 0.15
N -0.282684 -0.454399 -0.184700 1.65 -0.86 1.45
N -1.621615 -0.886679 0.048805 1.12 0.01 0.04
```
Positions in Å, forces in eV/Å.